No. 1
6 unconnected molecules or ions with the total composition C24H64FIO20P3S5 in a non-equilibrium geometry, computed with wB97M-V/def2-TZVPD.

Each line ends with the Löwdin charge.
Atoms and positions in Å:
C 8.51 1.78 0.25  -0.0843
C 7.78 1.05 -0.87  -0.2973
O 6.48 0.62 -0.52  -0.1967
C 5.56 1.68 -0.31  -0.3581
P 3.85 1.33 -1.06  0.4256
C 4.50 1.73 -2.79  -0.2919
I 1.24 1.14 -2.22  0.4707
C 3.08 0.87 0.61  -0.3441
C 3.79 -0.25 1.38  -0.2128
C 3.97 0.15 2.82  -0.2161
F 4.85 -0.72 3.49  -0.0836
O 4.05 -0.35 -1.29  -0.3996
C 3.93 -1.09 -2.48  -0.3668
C 2.99 -2.26 -2.27  -0.0993
P 3.47 3.68 -0.75  0.6692
P 1.47 4.22 -0.14  0.1117
O 1.46 5.45 0.67  -0.3694
O 0.69 4.40 -1.53  -0.2783
O 0.74 3.01 0.61  -0.2452
H 8.10 2.78 0.42  0.0673
H 8.45 1.21 1.17  0.0786
H 9.56 1.90 -0.02  0.0679
H 8.33 0.14 -1.12  0.1159
H 7.74 1.67 -1.77  0.1148
H 5.47 1.89 0.77  0.0838
H 5.95 2.59 -0.78  0.0642
H 5.41 1.14 -2.93  0.0466
H 3.79 1.53 -3.58  -0.0182
H 4.72 2.80 -2.82  -0.0103
H 2.04 0.60 0.43  0.0157
H 3.04 1.79 1.21  0.0434
H 3.17 -1.15 1.35  0.1148
H 4.77 -0.49 0.97  0.0967
H 4.39 1.16 2.90  0.1076
H 3.03 0.15 3.37  0.1186
H 3.56 -0.49 -3.32  0.0583
H 4.93 -1.44 -2.78  0.1144
H 2.61 -2.62 -3.23  0.0729
H 3.44 -3.07 -1.71  0.0739
H 2.12 -1.88 -1.72  0.0253
H 4.07 3.96 0.49  -0.1201
H 0.29 3.57 -1.87  -0.0616
H 0.28 2.38 0.03  -0.0229
O 2.84 2.58 -6.31  -0.2758
S 1.79 3.55 -6.26  0.5444
O 0.63 3.31 -5.48  -0.2900
O 1.36 3.88 -7.76  -0.2705
C 1.01 2.74 -8.59  -0.2586
C -0.34 2.14 -8.25  -0.0751
C 2.44 5.12 -5.84  -0.1154
H 1.81 2.00 -8.52  0.1115
H 1.01 3.15 -9.60  0.1166
H -0.34 1.70 -7.26  0.0734
H -0.58 1.37 -8.98  0.0783
H -1.11 2.91 -8.27  0.0825
H 3.32 5.32 -6.46  0.0721
H 2.71 5.06 -4.79  0.0807
H 1.67 5.87 -5.99  0.0739
O 0.22 -3.59 -1.67  -0.2775
S -0.89 -3.33 -0.80  0.5580
O -0.65 -2.83 0.51  -0.2677
O -1.79 -4.64 -0.71  -0.2643
C -1.11 -5.87 -0.34  -0.2554
C -0.76 -5.94 1.12  -0.0702
C -2.03 -2.28 -1.62  -0.1166
H -0.23 -5.98 -0.98  0.1113
H -1.82 -6.65 -0.62  0.1166
H -0.02 -5.20 1.40  0.0741
H -0.35 -6.93 1.35  0.0732
H -1.64 -5.78 1.74  0.0835
H -2.22 -2.67 -2.62  0.0753
H -1.55 -1.31 -1.67  0.0643
H -2.95 -2.22 -1.04  0.0523
O -0.36 -8.81 4.16  -0.2704
S -1.65 -9.33 3.81  0.5493
O -2.62 -8.45 3.24  -0.2759
O -2.26 -10.07 5.07  -0.2679
C -2.33 -9.32 6.31  -0.2446
C -3.42 -8.27 6.32  -0.0729
C -1.47 -10.74 2.78  -0.1214
H -1.34 -8.88 6.50  0.1143
H -2.51 -10.08 7.06  0.1195
H -3.22 -7.48 5.60  0.0729
H -3.48 -7.83 7.31  0.0822
H -4.38 -8.72 6.07  0.0844
H -0.74 -11.41 3.22  0.0744
H -1.12 -10.37 1.81  0.0762
H -2.44 -11.22 2.67  0.0744
O -4.23 -0.37 0.03  -0.2853
S -4.15 0.65 1.04  0.5634
O -2.94 0.79 1.78  -0.2567
O -5.36 0.44 2.04  -0.2621
C -5.52 -0.89 2.61  -0.2493
C -4.50 -1.20 3.67  -0.0712
C -4.61 2.20 0.39  -0.1146
H -5.50 -1.62 1.80  0.1110
H -6.53 -0.87 3.02  0.1173
H -3.49 -1.27 3.26  0.0742
H -4.74 -2.16 4.13  0.0795
H -4.49 -0.43 4.45  0.0851
H -5.54 2.10 -0.17  0.0756
H -3.80 2.50 -0.26  0.0819
H -4.72 2.91 1.21  0.0481
O -4.86 5.07 2.27  -0.2860
S -4.33 6.40 2.31  0.5687
O -3.90 6.93 3.57  -0.2693
O -5.38 7.38 1.64  -0.2661
C -6.74 7.34 2.15  -0.2505
C -6.89 8.00 3.50  -0.0754
C -3.04 6.58 1.13  -0.1070
H -7.07 6.30 2.16  0.1116
H -7.31 7.86 1.38  0.1191
H -6.36 7.46 4.27  0.0714
H -7.95 8.03 3.75  0.0792
H -6.51 9.02 3.47  0.0842
H -3.38 6.18 0.18  0.0768
H -2.20 6.00 1.51  0.0869
H -2.78 7.63 1.06  0.0787

For the calculated total energy, the calculation gives -5870.2915 hartree. The spin multiplicity is 1. The HOMO-LUMO gap is 6.404 eV. For the LUMO energy, the calculation gives 1.6 eV. The value obtained for the HOMO energy is -0.175 Eh. Its net charge is -1.

=====

No. 2
8 unconnected molecules or ions with the total composition C24H64O24S8 in a non-equilibrium geometry, computed with wB97M-V/def2-TZVPD.

Each line ends with the Löwdin charge.
Atoms and positions in Å:
C -5.71 -0.56 2.06  -0.0434
C -6.09 -0.46 3.54  -0.2602
O -7.19 -1.33 3.79  -0.2476
S -8.30 -0.86 4.83  0.5433
C -7.45 -0.96 6.37  -0.1154
O -8.64 0.50 4.56  -0.2680
O -9.31 -1.85 4.80  -0.2563
H -5.51 0.39 1.57  0.0611
H -6.44 -1.13 1.48  0.0792
H -4.76 -1.10 1.94  0.0604
H -5.20 -0.65 4.15  0.1218
H -6.36 0.57 3.74  0.1148
H -8.20 -0.72 7.12  0.0770
H -6.61 -0.26 6.35  0.0686
H -7.14 -1.99 6.47  0.0760
C -2.72 0.11 -3.62  -0.0480
C -2.65 1.52 -3.09  -0.2353
O -3.01 1.51 -1.69  -0.2908
S -4.37 2.20 -1.24  0.5474
C -5.56 0.93 -1.65  -0.0988
O -4.30 2.26 0.18  -0.2808
O -4.61 3.35 -2.04  -0.2670
H -2.05 -0.59 -3.13  0.0646
H -2.38 0.15 -4.67  0.0918
H -3.76 -0.20 -3.64  0.0791
H -1.64 1.95 -3.15  0.1232
H -3.28 2.19 -3.67  0.1140
H -5.88 1.11 -2.67  0.0772
H -6.39 1.15 -0.98  0.0749
H -5.16 -0.04 -1.38  0.0533
C 2.21 7.23 1.48  -0.0545
C 1.10 6.61 0.63  -0.2616
O 1.25 5.18 0.53  -0.2535
S 0.26 4.27 1.38  0.5452
C -1.09 4.17 0.27  -0.1129
O 0.91 3.01 1.45  -0.2682
O -0.12 4.95 2.57  -0.2539
H 2.36 6.69 2.41  0.0664
H 1.91 8.24 1.75  0.0843
H 3.12 7.30 0.89  0.0797
H 0.11 6.91 0.99  0.1132
H 1.18 6.99 -0.39  0.1237
H -1.83 3.47 0.66  0.0698
H -0.70 3.79 -0.67  0.0757
H -1.50 5.16 0.10  0.0808
C 1.74 0.10 0.09  -0.0512
C 0.25 0.23 -0.09  -0.2542
O -0.25 -0.70 -1.06  -0.2514
S -0.95 -2.00 -0.49  0.5317
C -2.45 -1.34 0.18  -0.1082
O -1.28 -2.81 -1.61  -0.2547
O -0.13 -2.52 0.56  -0.2618
H 2.04 -0.73 0.73  0.0897
H 2.19 0.98 0.55  0.0596
H 2.22 0.03 -0.89  0.0676
H -0.23 0.13 0.89  0.1151
H -0.01 1.25 -0.38  0.1065
H -3.20 -2.13 0.15  0.0338
H -2.74 -0.59 -0.56  0.0553
H -2.24 -0.86 1.13  0.0771
C 3.19 3.89 4.36  -0.0532
C 3.72 2.84 3.42  -0.2617
O 5.03 3.24 2.96  -0.2408
S 5.66 2.38 1.79  0.5447
C 4.97 3.14 0.36  -0.1008
O 7.06 2.58 1.87  -0.2631
O 5.13 1.05 1.84  -0.2771
H 2.98 4.81 3.81  0.0626
H 3.95 4.21 5.08  0.0837
H 2.29 3.55 4.86  0.0877
H 3.79 1.86 3.89  0.1215
H 3.02 2.72 2.59  0.0871
H 5.11 4.22 0.36  0.0781
H 3.93 2.86 0.30  0.0635
H 5.51 2.76 -0.51  0.0603
C 8.14 0.49 -0.44  -0.0555
C 7.54 -0.14 -1.68  -0.2316
O 6.38 0.69 -1.99  -0.2712
S 5.03 -0.01 -2.41  0.5483
C 5.46 -0.76 -3.94  -0.1134
O 4.72 -1.01 -1.45  -0.2855
O 4.14 1.06 -2.65  -0.2538
H 7.37 0.42 0.34  0.0636
H 8.24 1.57 -0.60  0.0847
H 9.06 0.07 -0.08  0.0875
H 8.19 -0.01 -2.54  0.1237
H 7.25 -1.18 -1.52  0.1040
H 6.02 -0.01 -4.50  0.0852
H 4.58 -1.19 -4.41  0.0551
H 6.16 -1.57 -3.75  0.0372
C -3.15 -5.30 -0.36  -0.0646
C -3.85 -5.26 -1.71  -0.2097
O -5.30 -5.19 -1.54  -0.2495
S -5.95 -3.86 -1.01  0.5580
C -6.13 -4.19 0.72  -0.1085
O -5.04 -2.76 -1.18  -0.3030
O -7.24 -3.79 -1.60  -0.2525
H -3.68 -5.91 0.36  0.0846
H -3.19 -4.26 -0.02  0.0396
H -2.11 -5.60 -0.45  0.0919
H -3.55 -4.37 -2.24  0.1059
H -3.68 -6.18 -2.26  0.1263
H -5.20 -3.86 1.19  0.0586
H -6.20 -5.27 0.83  0.0742
H -6.98 -3.67 1.13  0.0717
C 6.41 -3.93 -3.14  -0.0719
C 5.35 -4.00 -2.07  -0.2618
O 4.17 -4.70 -2.49  -0.2303
S 2.96 -3.84 -3.05  0.5805
C 2.28 -3.14 -1.59  -0.1136
O 3.51 -2.76 -3.83  -0.2927
O 2.07 -4.76 -3.64  -0.2404
H 6.08 -3.48 -4.07  0.0683
H 6.86 -4.90 -3.29  0.0858
H 7.21 -3.29 -2.75  0.0764
H 5.76 -4.52 -1.20  0.1312
H 5.09 -3.01 -1.67  0.0731
H 1.51 -2.44 -1.92  0.0594
H 3.04 -2.59 -1.05  0.0537
H 1.82 -3.92 -1.00  0.0833

For the calculated total energy, the calculation gives -5944.0101 hartree. The spin multiplicity is 1. The HOMO-LUMO gap is 11.318 eV. Its SMILES is CCOS(C)(=O)=O.CCOS(C)(=O)=O.CCOS(C)(=O)=O.CCOS(C)(=O)=O.CCOS(C)(=O)=O.CCOS(C)(=O)=O.CCOS(C)(=O)=O.CCOS(C)(=O)=O. For the LUMO energy, the calculation gives 0.2 eV. Its energy above the lowest of the compared OMol25 structures with the same formula, charge and spin is 0.0 kcal per mole. The value obtained for the HOMO energy is -0.408 Eh. Its net charge is 0.

=====

No. 3
8 unconnected molecules or ions with the total composition C24H64O24S8 in a non-equilibrium geometry, computed with wB97M-V/def2-TZVPD.

Each line ends with the Mulliken spin population.
Atoms and positions in Å:
O 1.08 23.29 -1.34  0.0000
S 1.93 22.23 -0.72  0.0001
O 3.10 21.70 -1.51  0.0000
O 2.29 22.66 0.82  0.0000
C 2.97 21.76 1.70  0.0000
C 4.45 21.74 1.31  -0.0002
C 0.79 20.75 -0.47  0.0000
H 2.38 20.90 2.03  0.0000
H 3.18 22.31 2.62  0.0000
H 4.89 22.74 1.30  0.0001
H 4.30 21.07 0.46  0.0000
H 5.00 21.22 2.10  0.0000
H 1.27 19.82 -0.17  0.0000
H 0.28 20.50 -1.40  0.0000
H 0.07 21.09 0.27  0.0000
O 8.68 23.99 2.27  0.0000
S 10.14 24.05 2.32  0.0000
O 10.92 23.97 1.02  0.0000
O 10.52 25.39 3.27  0.0000
C 9.64 26.40 3.39  -0.0001
C 9.78 27.36 2.17  -0.0002
C 10.75 22.78 3.45  0.0000
H 9.84 26.99 4.29  0.0000
H 8.59 26.11 3.40  0.0001
H 10.64 28.04 2.10  0.0000
H 8.95 28.06 2.21  0.0002
H 9.85 26.68 1.33  0.0000
H 10.65 23.23 4.44  0.0000
H 11.80 22.72 3.19  0.0000
H 10.28 21.82 3.25  0.0000
O 13.57 21.13 -2.10  0.0000
S 12.85 20.00 -1.54  0.0000
O 13.34 19.26 -0.41  0.0000
O 11.29 20.59 -1.22  0.0000
C 10.47 19.86 -0.29  0.0000
C 9.18 20.72 -0.12  0.0001
C 12.34 18.81 -2.92  0.0000
H 10.90 19.74 0.71  0.0000
H 10.23 18.85 -0.63  0.0000
H 9.49 21.76 -0.01  0.0000
H 8.53 20.49 0.73  0.0000
H 8.49 20.68 -0.97  0.0000
H 13.26 18.26 -3.11  0.0000
H 12.10 19.57 -3.67  0.0000
H 11.47 18.26 -2.58  0.0000
O 4.34 27.13 0.05  0.0024
S 4.50 26.28 -1.14  -0.0054
O 5.11 26.84 -2.39  0.0010
O 5.30 24.92 -0.71  0.0011
C 6.72 24.95 -0.93  0.0001
C 7.15 23.56 -0.48  -0.0001
C 2.86 25.57 -1.68  0.0005
H 7.18 25.82 -0.46  0.0000
H 6.97 25.06 -1.99  -0.0001
H 8.23 23.42 -0.49  0.0001
H 6.77 22.81 -1.18  0.0000
H 6.71 23.32 0.49  0.0001
H 3.03 24.56 -2.05  0.0000
H 2.45 26.13 -2.51  0.0001
H 2.33 25.48 -0.73  0.0001
O 8.40 31.08 0.60  0.1083
S 7.50 31.67 -0.39  -0.0474
O 7.46 31.08 -1.73  0.0512
O 5.93 31.52 0.28  0.5377
C 5.36 30.26 0.16  0.1125
C 4.50 30.44 -1.14  0.2004
C 7.43 33.56 -0.39  -0.0064
H 4.84 30.06 1.09  0.0164
H 5.87 29.32 -0.06  -0.0078
H 4.30 31.49 -1.33  -0.0118
H 3.60 29.82 -1.10  0.0246
H 5.10 29.94 -1.91  0.0209
H 8.13 33.94 -1.13  -0.0007
H 7.73 33.78 0.64  0.0010
H 6.44 33.88 -0.71  0.0008
O 8.88 18.88 -3.02  0.0000
S 8.59 19.68 -4.22  0.0000
O 9.59 19.85 -5.26  0.0000
O 7.20 19.19 -4.93  0.0000
C 7.35 17.97 -5.78  0.0000
C 6.39 17.97 -6.92  0.0000
C 8.14 21.38 -3.74  -0.0001
H 7.21 17.16 -5.07  0.0000
H 8.33 17.97 -6.26  0.0000
H 6.21 16.96 -7.29  0.0000
H 6.66 18.69 -7.69  0.0000
H 5.46 18.49 -6.67  0.0000
H 8.58 22.10 -4.43  0.0000
H 8.69 21.61 -2.82  0.0001
H 7.07 21.51 -3.60  0.0000
O 3.36 26.51 3.92  0.0000
S 4.46 25.63 4.43  0.0000
O 5.36 26.02 5.52  0.0000
O 3.82 24.14 4.72  0.0000
C 4.54 23.29 5.57  0.0000
C 4.65 21.89 5.04  0.0000
C 5.56 25.22 2.94  0.0004
H 4.19 23.46 6.59  0.0000
H 5.60 23.53 5.51  0.0000
H 5.19 21.91 4.10  0.0000
H 3.71 21.35 4.93  0.0000
H 5.19 21.18 5.68  0.0000
H 6.42 24.63 3.25  0.0000
H 5.92 26.08 2.37  0.0001
H 4.92 24.56 2.35  0.0000
O 5.15 26.07 -6.12  0.0000
S 4.32 27.26 -5.96  0.0001
O 3.47 27.49 -4.82  0.0001
O 5.27 28.62 -6.29  0.0000
C 4.76 29.91 -6.04  -0.0001
C 5.95 30.81 -5.72  0.0005
C 3.24 27.30 -7.45  0.0000
H 4.17 29.83 -5.13  -0.0001
H 3.99 30.24 -6.73  0.0000
H 6.31 30.48 -4.74  -0.0006
H 5.72 31.87 -5.62  0.0000
H 6.81 30.79 -6.38  0.0000
H 2.72 26.35 -7.55  0.0000
H 3.87 27.32 -8.34  0.0000
H 2.44 28.02 -7.63  0.0000

For the calculated total energy, the calculation gives -5943.3994 hartree. The spin multiplicity is 2. The HOMO-LUMO gap (spin up / spin down) is 9.260 / 2.827 eV. For the LUMO energy (spin up / spin down), the calculation gives -2.7 / -9.2 eV. Its energy above the lowest of the compared OMol25 structures with the same formula, charge and spin is 0.0 kcal per mole. The value obtained for the HOMO energy (spin up / spin down) is -0.441 / -0.441 Eh. Its net charge is +1.

=====

No. 4
8 unconnected molecules or ions with the total composition C24H64O8 in a non-equilibrium geometry, computed with wB97M-V/def2-TZVPD.

Each line ends with the Mulliken spin population.
Atoms and positions in Å:
C -5.32 1.18 0.23  0.0000
C -6.40 0.94 -0.85  0.0000
C -6.91 -0.51 -0.90  0.0001
O -7.50 1.75 -0.76  0.0000
H -5.81 0.93 1.16  0.0000
H -5.23 2.25 0.43  0.0000
H -4.34 0.71 0.17  0.0001
H -5.89 1.15 -1.79  0.0000
H -7.48 -0.53 -1.82  0.0000
H -7.45 -0.75 0.02  0.0000
H -6.05 -1.18 -1.04  -0.0001
H -7.33 2.68 -0.90  0.0000
C -7.96 -9.30 -3.16  0.0000
C -7.31 -7.91 -3.32  0.0000
C -5.75 -7.87 -2.88  0.0000
O -7.50 -7.57 -4.65  0.0000
H -7.55 -10.04 -3.84  0.0000
H -9.03 -9.37 -3.35  0.0000
H -7.77 -9.71 -2.16  0.0000
H -7.88 -7.22 -2.70  0.0000
H -5.19 -6.94 -2.99  0.0000
H -5.08 -8.48 -3.48  0.0000
H -5.68 -8.20 -1.84  0.0000
H -6.82 -7.95 -5.22  0.0000
C -7.37 -2.55 -5.10  0.0000
C -5.92 -2.82 -5.38  0.0000
C -5.14 -3.82 -4.49  0.0000
O -5.88 -3.34 -6.63  0.0000
H -7.83 -2.01 -5.93  0.0000
H -7.36 -1.93 -4.20  0.0000
H -7.92 -3.49 -5.03  0.0000
H -5.34 -1.89 -5.37  0.0000
H -5.68 -4.76 -4.37  0.0000
H -4.91 -3.39 -3.51  0.0000
H -4.14 -4.10 -4.80  0.0000
H -6.46 -4.09 -6.50  0.0000
C -4.84 -3.25 1.35  -0.0026
C -5.72 -4.33 0.87  -0.0001
C -5.47 -4.95 -0.55  0.0001
O -5.79 -5.39 1.80  0.0010
H -5.08 -2.35 0.77  -0.0005
H -3.80 -3.56 1.29  0.0037
H -5.04 -3.19 2.42  0.0000
H -6.66 -3.78 0.86  0.0004
H -5.72 -6.00 -0.76  0.0001
H -4.45 -4.68 -0.82  -0.0001
H -6.09 -4.40 -1.27  0.0000
H -6.50 -5.18 2.41  -0.0001
C -0.31 -0.85 1.03  0.1874
C -1.07 -2.11 0.60  0.0478
C -0.90 -2.36 -0.92  0.0046
O -0.55 -3.16 1.41  0.7076
H 0.01 -0.11 0.29  0.0100
H 0.69 -1.07 1.42  -0.0018
H -0.83 -0.27 1.78  -0.0028
H -2.12 -1.83 0.76  0.0233
H 0.12 -2.37 -1.32  0.0052
H -1.44 -1.62 -1.50  0.0033
H -1.22 -3.39 -1.11  0.0048
H -0.87 -2.95 2.29  -0.0059
C -0.84 -1.85 5.51  0.0023
C -1.28 -3.11 4.82  -0.0005
C -2.44 -3.69 5.70  -0.0004
O -1.92 -2.71 3.65  0.0124
H -0.43 -1.97 6.51  0.0004
H -1.74 -1.26 5.62  0.0000
H -0.24 -1.22 4.86  0.0000
H -0.48 -3.84 4.79  0.0016
H -2.09 -4.37 6.48  -0.0001
H -3.15 -4.31 5.16  0.0001
H -3.08 -2.96 6.18  0.0000
H -2.84 -2.67 3.93  -0.0013
C -6.90 -5.96 5.64  0.0001
C -7.60 -5.44 6.90  0.0000
C -6.70 -5.00 8.04  0.0000
O -8.23 -4.33 6.53  0.0000
H -6.31 -5.17 5.19  0.0000
H -7.56 -6.57 5.02  0.0000
H -6.16 -6.72 5.90  0.0000
H -8.32 -6.13 7.33  0.0000
H -7.13 -4.47 8.89  0.0000
H -6.06 -4.21 7.65  0.0000
H -6.07 -5.84 8.34  0.0000
H -8.54 -3.94 7.35  0.0000
C -7.14 -0.94 6.64  0.0000
C -7.05 -1.36 5.17  0.0000
C -6.08 -0.44 4.31  0.0000
O -6.60 -2.65 5.04  0.0000
H -7.78 -1.53 7.30  0.0000
H -7.47 0.10 6.72  0.0000
H -6.14 -0.96 7.08  0.0000
H -8.03 -1.14 4.74  0.0000
H -6.15 0.63 4.51  0.0000
H -6.23 -0.77 3.28  0.0000
H -5.02 -0.66 4.42  0.0000
H -7.22 -3.29 5.39  0.0000

For the calculated total energy, the calculation gives -1554.2257 hartree. The spin multiplicity is 2. The HOMO-LUMO gap (spin up / spin down) is 9.113 / 2.431 eV. For the LUMO energy (spin up / spin down), the calculation gives -2.3 / -9.0 eV. Its energy above the lowest of the compared OMol25 structures with the same formula, charge and spin is 59.3 kcal per mole. The value obtained for the HOMO energy (spin up / spin down) is -0.421 / -0.421 Eh. Its net charge is +1.